[1]
The following is a DFT calculation (wB97M-V/def2-TZVPD) of the molecule BrClFNO.

Properties
SMILES: FN(Br)OCl

Cartesian coordinates (Å):
F -0.1787 1.2476 -0.1251
N -0.4202 -0.1483 -0.3197
Br -2.2464 -0.4624 -0.0344
O 0.3542 -0.7438 0.5695
Cl 1.8512 -0.9801 -0.1754

---

[2]
The following is a DFT calculation (wB97M-V/def2-TZVPD) of a 2-piece molecular cluster, BrClH4Si2 overall.

Cartesian coordinates (Å):
Si -1.1472 1.0996 1.8357
Si -2.2079 4.1921 -1.1741
Cl -0.8764 -0.2428 0.3085
Br -0.7018 5.0748 0.3577
H 0.2508 1.1423 2.5461
H -1.0245 2.2620 1.0107
H -2.4533 0.7893 2.4324
H -2.1221 2.8825 -0.5061

---

[3]
The following is a DFT calculation (wB97M-V/def2-TZVPD) of a 2-piece molecular cluster, BrClHIN2 overall.

Properties
SMILES: Cl/N=N/I.Br

Cartesian coordinates (Å):
Cl -0.6123 -2.3335 0.1426
N 0.8562 -1.4258 0.3417
N 0.6456 -0.3207 -0.1236
I 1.8982 1.2618 0.1838
Br -2.0707 1.6605 -0.0358
H -0.7170 1.1577 -0.5087

---

Results for energy above the lowest of the compared OMol25 structures with the same formula, charge and spin: 2.5943 2.3767 0.2856 (in eV, following the order of the records).
Results for Kohn-Sham gap: 9.41 7.99 8.72 (in eV, following the order of the records).
Results for lowest unoccupied orbital energy: -1.10 -1.29 -1.40 (in eV, following the order of the records).